1.
DFT (ωB97M-V/def2-TZVPD) results for a cluster of 8 separate species, C48H76BBr2NO20 in total.

```
148
C48H76BBr2NO20 ωB97M-V/def2-TZVPD
C 5.06436 3.39430 2.56222
C 4.45913 3.39063 1.38083
C 3.64360 2.34338 0.58662
N 2.20936 2.57290 0.73575
C 1.78527 3.07131 2.04614
C 1.63059 3.37870 -0.32877
C 1.89522 4.87354 -0.33231
O 0.94021 2.89248 -1.16961
O 3.96939 2.70843 -0.78870
C 5.32076 2.51624 -0.81956
O 6.03368 3.25857 -1.42063
C 5.66132 1.28084 0.01330
C 6.32042 0.30385 -1.05030
C 7.56649 0.88928 -1.74916
C 7.47704 0.82603 -3.27252
Br 9.19036 -0.07778 -1.16153
B 6.88731 1.43331 1.02679
O 7.63075 2.59751 1.08699
O 7.22980 0.34285 1.77192
C 7.66569 0.51665 3.11882
C 4.22016 0.85993 0.62069
C 4.13026 0.35929 2.09182
C 3.03932 -0.67249 2.44818
C 1.74213 -0.06553 2.94622
O 0.94036 -1.09555 3.51420
C -0.42986 -0.79713 3.31865
C 3.56719 -0.10348 -0.40803
Br 1.58850 -0.19998 -0.42764
C 4.06743 -1.58585 -0.42262
C 5.08720 -2.11942 0.60178
H 5.87311 4.08979 2.74651
H 4.78564 2.74670 3.37899
H 4.49928 4.32153 0.82193
H 2.31499 2.56156 2.84180
H 0.72887 2.83370 2.18274
H 1.91744 4.14751 2.19714
H 0.98049 5.42768 -0.53832
H 2.38280 5.23740 0.56988
H 2.58194 5.04631 -1.16436
H 5.63095 -0.03452 -1.81897
H 6.63871 -0.59043 -0.52470
H 7.75455 1.91794 -1.47311
H 7.06669 1.76925 -3.63705
H 6.87364 -0.01759 -3.60674
H 8.46598 0.71928 -3.71412
H 8.55676 2.42954 0.87383
H 7.08057 -0.15755 3.74410
H 7.49939 1.53722 3.46451
H 8.72162 0.26170 3.20383
H 5.07269 -0.08098 2.40077
H 3.97882 1.19315 2.76508
H 2.81006 -1.35950 1.63948
H 3.40028 -1.30205 3.26581
H 1.95304 0.66436 3.74044
H 1.19134 0.41200 2.13400
H -0.66548 0.24407 3.54968
H -0.71202 -1.02599 2.28365
H -1.01290 -1.43732 3.98186
H 3.71554 0.30523 -1.39914
H 3.19840 -2.23796 -0.37889
H 4.48795 -1.75645 -1.41624
H 4.59652 -2.67710 1.39449
H 5.72961 -1.36494 1.04415
H 5.74834 -2.82839 0.09715
O 2.57872 6.38842 3.40130
C 2.83456 7.41008 2.83420
O 3.99076 8.08393 3.03654
C 3.98867 9.31913 2.29971
C 2.97855 9.10997 1.17621
C 1.97720 8.16376 1.83563
H 3.69533 10.12379 2.97731
H 4.99962 9.50663 1.94733
H 2.54570 10.03801 0.80966
H 3.46237 8.60846 0.33679
H 1.19713 8.70321 2.37522
H 1.52037 7.47072 1.13408
O -2.69048 1.82104 3.20458
C -2.33174 2.84051 2.69058
O -1.25399 3.53458 3.14976
C -1.12683 4.78015 2.44096
C -1.85711 4.56250 1.12080
C -2.95474 3.58043 1.52754
H -1.58186 5.56644 3.04821
H -0.06666 4.99870 2.32464
H -2.22332 5.48435 0.67353
H -1.18382 4.08415 0.40621
H -3.85292 4.08647 1.88640
H -3.20190 2.89051 0.72825
O -4.16277 2.09750 -1.40694
C -4.04074 0.96369 -1.02796
O -3.49004 0.67542 0.17161
C -3.36330 -0.75201 0.33794
C -4.38049 -1.34935 -0.62232
C -4.40347 -0.31662 -1.74767
H -2.33912 -1.03535 0.08313
H -3.54620 -0.99375 1.38157
H -4.11917 -2.35038 -0.94318
H -5.36135 -1.38784 -0.14386
H -3.63951 -0.50690 -2.50266
H -5.36756 -0.22311 -2.23340
O -6.49037 -1.03312 -4.57038
C -6.14821 0.02029 -5.02707
O -5.10518 0.71656 -4.52670
C -4.98199 1.99010 -5.18341
C -5.68804 1.81141 -6.52383
C -6.77395 0.79684 -6.17139
H -5.45743 2.74337 -4.55316
H -3.92540 2.22640 -5.27455
H -6.06222 2.74674 -6.93399
H -4.99970 1.37521 -7.24892
H -7.68181 1.27479 -5.79885
H -7.03090 0.12502 -6.98563
O -3.28249 -4.15847 0.10040
C -4.11058 -5.00892 -0.07919
O -4.97328 -5.38005 0.88715
C -5.79024 -6.47936 0.43268
C -5.75101 -6.40190 -1.08721
C -4.35806 -5.82542 -1.33129
H -5.35678 -7.40657 0.81206
H -6.78633 -6.36122 0.85046
H -5.93439 -7.36126 -1.56440
H -6.50706 -5.69930 -1.44033
H -3.59060 -6.59991 -1.39014
H -4.29469 -5.19087 -2.21163
O 2.98741 -3.94767 2.44736
C 1.83502 -4.18327 2.22137
O 1.17223 -3.61983 1.18762
C -0.21710 -4.00356 1.20780
C -0.25839 -5.29420 2.01606
C 0.89491 -5.08539 2.99504
H -0.78848 -3.20692 1.68527
H -0.55906 -4.11671 0.18350
H -1.22446 -5.46259 2.48311
H -0.03944 -6.14449 1.36679
H 0.58548 -4.55142 3.89560
H 1.40276 -6.00387 3.27732
O -7.12019 -9.52671 -2.50086
C -8.14644 -8.99124 -2.80170
O -8.60899 -7.90709 -2.13275
C -9.90237 -7.52043 -2.62932
C -9.97797 -8.10677 -4.03531
C -9.12697 -9.36765 -3.89559
H -10.66195 -7.93568 -1.96390
H -9.96859 -6.43565 -2.60802
H -10.99841 -8.28638 -4.36570
H -9.50790 -7.42422 -4.74424
H -9.70681 -10.22523 -3.54992
H -8.59249 -9.63857 -4.80162
```

Output
HOMO-LUMO gap: 0.3153 Eh


2.
DFT (ωB97M-V/def2-TZVPD) results for a cluster of 4 separate species, C48H78O8 in total.

```
134
C48H78O8 ωB97M-V/def2-TZVPD
C -2.30658 -3.92778 2.88478
C -2.38630 -2.69012 3.54303
C -1.24995 -1.66808 3.60108
C -1.19504 -0.81410 2.33598
C -2.23016 0.10367 2.16680
C -2.30872 0.91587 1.06323
C -3.47409 1.88659 0.99796
C -3.07766 3.03263 1.97531
C -3.82759 4.38315 1.70229
O -2.34663 4.05715 1.40439
C -1.31771 0.83224 0.07546
C -1.44258 1.72706 -1.14764
C -2.47416 1.22218 -2.19293
C -2.39732 -0.29251 -2.48365
C -1.63107 -0.68444 -3.75702
C -2.11157 -2.06011 -4.29558
C -0.99591 -2.65908 -5.20419
C -0.26108 -3.85267 -4.56350
C 0.18663 -3.59203 -3.10955
C 1.12979 -4.74479 -2.68056
C 0.36516 -6.07811 -2.44060
O -0.92599 -5.90001 -1.88129
C -0.85418 -5.52494 -0.51890
C -0.25653 -0.04679 0.21123
C -0.23461 -0.88031 1.35592
C 0.89617 -1.87580 1.48045
O 0.79464 -2.92385 2.10010
C 2.20710 -1.59377 0.78577
C 3.38254 -2.17020 1.22112
C 4.53871 -1.86647 0.52853
C 5.86525 -2.49596 0.93016
C 6.49136 -1.82255 2.17401
C 6.64085 -0.28906 2.04188
C 6.47575 0.39315 3.43675
O 5.54570 1.46417 3.41945
C 4.20492 1.00013 3.35691
C 4.51200 -0.98134 -0.54284
C 3.33757 -0.40723 -0.97463
C 2.17757 -0.74435 -0.30100
C 0.86154 -0.16793 -0.77817
O 0.79638 0.17557 -1.95016
H -2.50312 -3.95137 1.80763
H -2.05210 -4.81876 3.46488
H -3.31013 -2.43002 4.08207
H -1.51854 -0.98874 4.42378
H -0.30596 -2.13094 3.87601
H -3.00483 0.15143 2.93346
H -3.57528 2.38815 0.03835
H -4.40258 1.47336 1.40001
H -2.89566 2.77741 3.02197
H -3.99273 4.71262 0.68179
H -3.57183 5.03791 2.53404
H -0.49703 1.93713 -1.64614
H -1.79989 2.70433 -0.78754
H -2.27555 1.76435 -3.12904
H -3.50632 1.49167 -1.93121
H -1.99578 -0.88896 -1.65521
H -3.43252 -0.64256 -2.63047
H -1.74777 0.02850 -4.58423
H -0.56291 -0.82097 -3.56154
H -2.32613 -2.75689 -3.47570
H -3.03642 -1.94288 -4.87446
H -1.40589 -2.90154 -6.19420
H -0.23237 -1.88742 -5.38812
H 0.66874 -4.01314 -5.13381
H -0.83760 -4.78060 -4.67569
H -0.65751 -3.53811 -2.41686
H 0.80274 -2.68311 -3.04609
H 1.84574 -4.94545 -3.48917
H 1.68556 -4.51062 -1.76428
H 0.30314 -6.69501 -3.34283
H 0.96619 -6.65567 -1.71463
H -0.66681 -4.44315 -0.41556
H -1.82306 -5.74963 -0.05903
H -0.06632 -6.05205 0.04001
H 3.33670 -2.85440 2.06567
H 6.53233 -2.52964 0.06001
H 5.64401 -3.54444 1.18207
H 7.50571 -2.22500 2.29671
H 5.87145 -2.10456 3.03334
H 7.62684 -0.01738 1.64952
H 5.87832 0.16702 1.40234
H 7.43906 0.79561 3.77325
H 6.14949 -0.32340 4.20836
H 3.57966 1.80660 3.76051
H 3.90488 0.86110 2.30709
H 4.03951 0.09638 3.96023
H 5.44703 -0.74214 -1.04735
H 3.29870 0.27664 -1.81700
C -8.38886 -4.09276 3.02815
C -7.21154 -3.61515 3.86187
O -5.99181 -3.55775 3.14491
C -5.96070 -2.68030 2.03553
C -6.19842 -1.22477 2.40435
H -8.15504 -5.04301 2.54581
H -9.26951 -4.22397 3.65808
H -8.64406 -3.37890 2.24292
H -7.04479 -4.31797 4.67882
H -7.43145 -2.64553 4.32329
H -6.66913 -3.00832 1.26678
H -4.96367 -2.77477 1.60303
H -7.21415 -1.05975 2.76771
H -6.04832 -0.58417 1.53353
H -5.51294 -0.91332 3.19586
C -1.53546 9.43456 1.59961
C -1.79084 9.07840 3.05481
O -1.99858 7.69572 3.27427
C -0.92142 6.83955 2.92966
C 0.35030 7.11329 3.71509
H -2.32758 9.03594 0.96371
H -1.49581 10.51767 1.47688
H -0.58928 9.02375 1.24337
H -2.70310 9.57459 3.38836
H -0.98123 9.45057 3.69258
H -0.73209 6.87986 1.85186
H -1.26012 5.82654 3.14681
H 0.77605 8.08779 3.46889
H 1.10291 6.35596 3.49259
H 0.14751 7.10617 4.78739
C 3.50133 0.66007 -5.06153
C 4.67793 1.18044 -4.25209
O 5.88375 1.26630 -4.98863
C 5.87034 2.13582 -6.10588
C 5.59396 3.58663 -5.74809
H 3.75564 -0.28769 -5.53900
H 2.63382 0.50896 -4.41583
H 3.21306 1.35866 -5.84897
H 4.87561 0.48757 -3.43279
H 4.43810 2.14762 -3.79489
H 5.15944 1.77886 -6.85942
H 6.86218 2.06285 -6.55336
H 4.57911 3.72333 -5.37055
H 5.71017 4.22243 -6.62668
H 6.28130 3.92732 -4.97214
```

Output
HOMO-LUMO gap: 0.2333 Eh


3.
DFT (ωB97M-V/def2-TZVPD) results for a cluster of 11 separate species, C48H82BrN5O36P in total.

```
173
C48H82BrN5O36P ωB97M-V/def2-TZVPD
C -4.12114 -5.49908 5.53724
C -2.78014 -4.63988 5.02542
O -3.25657 -3.74596 3.95731
C -2.11811 -2.96036 3.37490
C -2.67098 -1.75671 2.35237
C -1.47235 -0.76831 1.81159
C -0.87507 -0.05701 3.20657
C 0.69369 -0.42335 3.50233
N 1.26360 0.36525 4.70091
N 0.95080 -1.88784 3.83962
N 1.63655 -0.10187 2.33234
N -2.04000 0.37157 0.93697
C -0.97925 1.27006 0.34684
C -0.31231 0.79443 -1.06358
C -0.59830 2.04149 -2.14178
C 0.40408 2.03915 -3.43317
O 1.47647 3.04247 -3.12835
C 2.34939 3.14499 -4.34062
C -3.13481 -0.06397 -0.00116
C -3.45760 -1.66855 -0.04750
P -2.38503 -2.65018 -1.34603
O -0.69791 -2.66128 -0.88473
Br -2.56306 -1.59475 -3.40279
N -3.55300 -2.35647 1.29171
C -5.00031 -2.20739 1.73033
O -5.93204 -3.18229 1.14673
C -5.40087 -4.55175 1.15224
O -4.80921 -4.97530 -0.13478
C -3.69325 -5.91182 0.07375
C -4.08239 -7.28439 0.88263
O -2.96463 -8.27714 0.90352
H -3.84875 -6.38723 6.25117
H -4.87470 -4.72302 6.02676
H -4.67070 -5.89275 4.55799
H -2.35269 -4.08725 5.97391
H -2.00716 -5.45076 4.64711
H -1.40721 -3.63979 2.71946
H -1.56462 -2.50679 4.33080
H -3.34632 -1.07183 3.06025
H -0.55771 -1.30918 1.33181
H -0.93080 1.13428 3.14666
H -1.57464 -0.33539 4.13293
H 0.68250 0.21393 5.55501
H 1.37776 1.37471 4.46125
H 0.60671 -2.46195 3.03836
H 1.95493 -2.07382 4.05493
H 2.09175 -1.02074 2.05648
H 2.39794 0.53264 2.67661
H -2.52162 0.98628 1.66519
H -0.07595 1.51403 1.07575
H -1.51387 2.32523 0.17849
H 0.84608 0.63640 -1.05565
H -0.80373 -0.14624 -1.55553
H -1.75213 2.01218 -2.44769
H -0.46117 3.08767 -1.58655
H 0.82609 0.99588 -3.74810
H -0.20710 2.52941 -4.33393
H 3.16590 2.29359 -4.20270
H 2.84179 4.22200 -4.42403
H 1.71390 2.90518 -5.30550
H -3.01899 0.28778 -1.11936
H -4.15554 0.44583 0.35806
H -4.55391 -1.74117 -0.52116
H -0.16821 -3.19931 -1.56182
H -5.14784 -2.28312 2.91126
H -5.41296 -1.12948 1.42832
H -6.33980 -5.26839 1.32466
H -4.65465 -4.79178 2.02072
H -3.24031 -6.14062 -0.99990
H -2.84266 -5.30993 0.64832
H -4.28151 -7.01967 2.02994
H -5.08856 -7.76204 0.49087
H -2.95665 -8.65054 1.85485
C 5.60619 3.52856 3.24795
C 5.47841 2.76829 4.52804
O 4.18954 3.12440 4.99078
C 3.46952 3.51469 3.89857
O 2.26839 3.72662 3.90528
O 4.26853 3.63577 2.79839
H 6.22169 3.00419 2.51185
H 6.01044 4.53513 3.39787
H 5.51258 1.68434 4.37576
H 6.24358 3.04909 5.25696
C 0.35698 2.41863 8.54867
C -0.76723 1.43433 8.56594
O -0.11017 0.19282 8.73632
C 1.09259 0.45784 9.32520
O 1.84408 -0.39362 9.77014
O 1.34391 1.79933 9.35202
H 0.06888 3.38722 8.96638
H 0.76396 2.57115 7.54358
H -1.44856 1.59254 9.40859
H -1.34318 1.44411 7.63651
C -4.13610 5.25157 -2.87693
C -4.96499 5.63482 -1.69411
O -5.14226 4.40897 -1.01002
C -4.10876 3.59628 -1.37755
O -3.85317 2.52623 -0.85091
O -3.39854 4.13758 -2.41004
H -3.46565 6.05523 -3.19359
H -4.74566 4.93899 -3.73122
H -4.44880 6.33799 -1.03199
H -5.92971 6.06113 -1.98259
C 3.72078 5.57371 -7.31819
C 3.42263 6.51843 -6.19944
O 3.28490 7.76516 -6.85426
C 2.95010 7.49784 -8.15045
O 2.58980 8.33950 -8.95635
O 3.07010 6.16635 -8.42650
H 3.33019 4.56975 -7.13072
H 4.79232 5.50456 -7.53291
H 2.48261 6.28042 -5.69050
H 4.22756 6.55530 -5.46026
C -2.59189 4.61089 -6.99586
C -1.14291 4.24579 -7.00899
O -0.60279 5.01952 -5.95461
C -1.63066 5.29965 -5.10099
O -1.49283 5.80440 -3.99921
O -2.83201 4.94044 -5.64061
H -3.23267 3.78359 -7.31303
H -2.80813 5.48689 -7.61630
H -0.97689 3.18556 -6.79071
H -0.66007 4.49306 -7.95840
C 10.19560 1.26770 2.27354
C 9.50883 2.54541 2.63240
O 8.20326 2.12621 2.98153
C 8.29330 0.81574 3.35329
O 7.38966 0.18422 3.87511
O 9.52617 0.30492 3.06592
H 11.26329 1.28856 2.50854
H 10.06842 1.00672 1.21770
H 9.96578 3.03697 3.49776
H 9.47949 3.25082 1.79741
C 2.99749 1.77149 -10.25515
C 3.53834 1.22387 -8.97429
O 2.70252 1.80667 -7.99253
C 1.52860 2.12818 -8.61077
O 0.52100 2.49331 -8.02845
O 1.62918 1.98682 -9.96479
H 3.11166 1.07234 -11.08809
H 3.45576 2.72793 -10.52770
H 3.44790 0.13414 -8.91421
H 4.58266 1.50342 -8.81027
C 6.78766 0.64404 -3.23939
C 6.48952 1.58876 -2.12063
O 6.35179 2.83550 -2.77545
C 6.01698 2.56817 -4.07164
O 5.65669 3.40983 -4.87754
O 6.13698 1.23668 -4.34769
H 6.39708 -0.35992 -3.05191
H 7.85920 0.57489 -3.45410
H 5.54950 1.35076 -1.61170
H 7.29444 1.62564 -1.38145
C 0.97366 -7.39881 6.61430
C 0.28689 -6.12109 6.97316
O -1.01868 -6.54029 7.32229
C -0.92864 -7.85077 7.69405
O -1.83228 -8.48229 8.21588
O 0.30423 -8.36158 7.40669
H 2.04135 -7.37794 6.84931
H 0.84648 -7.65979 5.55846
H 0.74384 -5.62953 7.83853
H 0.25755 -5.41569 6.13818
C -7.30893 -5.99132 -2.23207
C -8.34212 -6.90681 -1.65989
O -9.55391 -6.39809 -2.18419
C -9.23797 -5.71610 -3.32381
O -10.05689 -5.29176 -4.12192
O -7.88677 -5.57199 -3.45404
H -6.35556 -6.49723 -2.40755
H -7.13493 -5.11193 -1.60320
H -8.21726 -7.94112 -1.99739
H -8.35454 -6.88872 -0.56665
```

Output
HOMO-LUMO gap: 0.3262 Eh
net charge: +1